Entry 1:
34
Properties=species:S:1:pos:R:3:mulliken_charge:R:1 method="wB97M-V/def2-TZVPD" e_homo_ev="-7.36 / -7.86" total_charge=0 lumo_energy_ev="-0.7410 / 0.2190"
C 0.6726 0.0645 -3.2281 0.844
C 1.3800 -0.9262 -4.1004 -1.338
C -2.3965 0.6083 2.1705 -0.890
C 0.1157 -3.1935 1.4775 -1.003
C -2.0884 -0.6619 -1.4448 -1.682
C -1.0023 1.6437 -0.9326 -1.256
C 0.3391 -0.4328 -1.8112 -0.859
C -1.2065 -0.1147 2.7955 -0.796
C 0.8498 -1.8845 1.9104 -0.675
C -0.9189 0.1622 -1.2608 1.184
O 0.2166 1.0880 -3.6495 -0.517
O 0.9535 0.8910 1.7767 -0.702
P 0.0586 -0.2765 1.4994 0.701
H 1.8417 -0.6255 -5.0683 0.340
H 2.1492 -1.3411 -3.4396 0.336
H 0.7718 -1.6688 -4.5246 0.330
H -2.2101 1.5851 1.7057 0.235
H -2.7096 -0.0788 1.3810 0.115
H -3.1215 0.6480 2.9839 0.404
H 0.6892 -4.0617 1.3525 0.401
H -0.6345 -3.5417 2.1985 0.315
H -0.4031 -2.9882 0.5004 0.141
H -2.0263 -1.7418 -1.3808 0.307
H -2.5189 -0.4938 -2.4731 0.362
H -2.9603 -0.4414 -0.8064 0.393
H -0.5512 2.0116 0.0818 0.171
H -0.5492 2.3899 -1.6333 0.334
H -2.0656 1.8683 -0.8533 0.393
H 0.3098 -1.5367 -1.7773 0.378
H 1.1075 0.0652 -1.2014 0.401
H -1.4960 -1.0885 2.9276 0.424
H -0.8409 0.3226 3.7283 0.450
H 1.8405 -1.7010 1.4523 0.338
H 1.0905 -1.8304 2.9881 0.419

=====

Entry 2:
39
Properties=species:S:1:pos:R:3:mulliken_charge:R:1 method="wB97M-V/def2-TZVPD" e_homo_ev="-17.47 / -20.19" spin_multiplicity=5 total_charge=+3 lumo_energy_ev="-10.3563 / -14.6372"
C -4.0336 2.3655 -4.7577 -0.976
C -3.8638 1.2248 -3.8179 0.615
H -4.8608 2.1823 -5.4548 0.348
H -3.0966 2.4795 -5.3174 0.384
H -4.2447 3.2678 -4.1722 0.412
O -4.3484 0.1371 -3.7417 -0.150
I -2.3291 1.8177 -2.2711 0.386
Pt -1.2838 0.0017 -0.6427 0.805
P 0.6895 -0.9973 -1.3443 0.352
C 0.8954 -2.7528 -0.9558 -1.083
C 0.7484 -0.8091 -3.1523 -1.233
H 2.1333 0.8860 -0.8681 0.412
H 3.0776 -0.6054 -1.2705 0.461
H 2.3002 -0.4128 0.3545 0.065
C 2.2078 -0.2019 -0.7236 -0.839
H 0.7316 0.2603 -3.3991 0.365
H 1.6675 -1.2755 -3.5373 0.429
H 1.6683 -3.1993 -1.5961 0.415
H -0.0425 -3.3009 -1.0891 0.421
H -0.1348 -1.2985 -3.5825 0.369
H 1.2026 -2.8392 0.0944 0.307
C -1.8237 -1.6121 0.0103 0.450
O -2.2030 -2.6542 0.3850 -0.366
Cl -0.0806 2.0464 -0.3240 -0.423
C 3.0160 -0.3153 3.6553 -1.019
C 1.6145 -0.8856 3.4286 -0.247
O 0.7474 -0.0970 2.6049 0.068
C 0.4173 1.2068 3.1100 -0.178
C -1.0776 1.3529 3.3337 -0.953
H 3.4880 0.0169 2.7166 0.296
H 3.6314 -1.1146 4.0894 0.391
H 2.9964 0.5172 4.3754 0.406
H 1.6865 -1.8472 2.9000 0.330
H 1.1396 -1.0647 4.4118 0.413
H 0.9757 1.4374 4.0365 0.360
H 0.7280 1.8942 2.3086 0.277
H -1.4472 0.5651 3.9978 0.349
H -1.2693 2.3127 3.8200 0.393
H -1.6234 1.3110 2.3854 0.187

=====

Entry 3:
41
Properties=species:S:1:pos:R:3:mulliken_charge:R:1 method="wB97M-V/def2-TZVPD" e_homo_ev="-12.04 / -12.16" spin_multiplicity=5 total_charge=+1 lumo_energy_ev="-2.4615 / -2.9783"
Cr -0.3716 1.5411 -0.0753 0.306
N 1.8198 1.5841 -0.1803 -0.563
C 2.4673 2.6627 0.5807 -0.653
C 1.9830 4.0338 0.1083 -0.601
C 0.5861 4.3975 0.6094 -0.684
N -0.4711 3.6473 -0.0936 -0.422
H 2.1472 0.6822 0.1656 0.256
H 2.1395 1.6376 -1.1482 0.252
H 3.5588 2.6224 0.4735 0.375
H 2.2251 2.5317 1.6392 0.405
H 1.9999 4.0675 -0.9865 0.317
H 2.6841 4.7866 0.4716 0.337
H 0.4366 5.4769 0.4740 0.371
H 0.5074 4.1748 1.6782 0.369
H -0.4841 3.9667 -1.0668 0.293
H -1.3608 3.9728 0.2917 0.329
F -2.7933 0.4324 0.7040 -0.263
C -2.3119 1.4374 -0.0806 0.568
F -2.7123 1.1194 -1.3588 -0.331
F -3.0682 2.5377 0.2460 -0.272
C -0.4695 -1.6712 -2.5474 -0.957
N -0.3985 -2.3728 -1.2842 0.224
C -0.5194 -3.8168 -1.3489 -0.608
C 0.0934 -4.4207 -0.0956 -0.738
C -0.5870 -3.8049 1.1166 -0.600
N -0.4551 -2.3620 1.0491 0.232
C -0.5996 -1.6506 2.3006 -0.987
C -0.3621 -1.6930 -0.1188 0.509
O -0.1533 -0.4510 -0.1219 -0.195
H 0.2482 -2.1027 -3.2460 0.347
H -0.2424 -0.6160 -2.3926 0.158
H -1.4729 -1.7572 -2.9707 0.337
H 0.0199 -4.1603 -2.2359 0.384
H -1.5700 -4.1098 -1.4562 0.305
H 1.1593 -4.1778 -0.0673 0.294
H -0.0166 -5.5035 -0.0931 0.369
H -0.1001 -4.1434 2.0352 0.379
H -1.6435 -4.0920 1.1660 0.306
H 0.0645 -2.0892 3.0460 0.373
H -1.6307 -1.7193 2.6550 0.334
H -0.3471 -0.5985 2.1573 0.143

=====

no.,maximum force (eV/A),total energy (eV)
1,3.27,-24091.311
2,8.34,-49993.835
3,2.19,-55305.364